Model P:
{
  "formula": "C4H11N2S",
  "method": "the ωB97M-V functional and the def2-TZVPD basis",
  "species": ["C", "C", "C", "C", "N", "N", "S", "H", "H", "H", "H", "H", "H", "H", "H", "H", "H", "H"],
  "xyz": [[-2.30, 0.79, -0.24], [-1.47, -1.41, 0.06], [1.79, 1.75, 0.11], [2.09, -0.64, -0.31], [-1.34, -0.01, 0.08], [1.34, 0.33, -0.10], [-4.02, 0.46, -0.05], [-1.02, -1.98, 0.96], [-2.52, -1.70, -0.02], [-0.96, -1.86, -0.80], [1.25, 2.43, -0.66], [2.78, 1.97, -0.10], [1.80, 2.24, 1.11], [1.53, -1.57, -0.60], [3.23, -0.56, -0.20], [-1.97, 1.71, -0.52], [0.14, 0.20, -0.23], [-4.04, -0.78, 0.69]],
  "charge": 1,
  "spin_multiplicity": 1,
  "homo_ev": -13.2656,
  "gap_ev": 9.5
}

***

Model Q:
{
  "formula": "C4H11N2S",
  "method": "the ωB97M-V functional and the def2-TZVPD basis",
  "species": ["C", "C", "C", "C", "N", "N", "S", "H", "H", "H", "H", "H", "H", "H", "H", "H", "H", "H"],
  "xyz": [[0.18, -0.64, 1.73], [0.36, 0.18, -2.36], [-1.55, -0.91, -1.11], [1.29, 1.86, 2.16], [-0.10, -0.72, -1.15], [-0.59, -1.39, 2.22], [0.78, 0.61, 0.85], [-0.42, 0.95, -2.15], [1.28, 0.67, -2.11], [0.22, -0.16, -3.38], [-1.69, -1.33, -0.12], [-1.98, 0.17, -1.14], [-1.96, -1.48, -1.99], [1.61, 2.66, 1.52], [2.13, 1.31, 2.76], [0.46, 2.15, 2.82], [0.40, -1.50, -1.03], [-0.42, -2.42, 2.47]],
  "charge": 1,
  "spin_multiplicity": 1,
  "homo_ev": -12.7731,
  "gap_ev": 7.8
}

***

So which one is most stable? That would be model P, about 22.2 kcal/mol below the next structure.

***

Model P:
{
  "formula": "C6H14NO",
  "method": "the ωB97M-V functional and the def2-TZVPD basis",
  "species": ["C", "C", "C", "C", "C", "C", "N", "O", "H", "H", "H", "H", "H", "H", "H", "H", "H", "H", "H", "H", "H", "H"],
  "xyz": [[1.79, 0.78, -0.84], [2.88, 0.27, 0.02], [1.63, -0.58, -0.11], [-2.49, 0.40, 1.03], [-1.36, -0.15, -1.19], [0.55, -0.61, 0.88], [-1.30, 0.49, 0.08], [-0.18, -1.70, 1.16], [1.30, 1.65, -0.49], [2.08, 0.86, -1.87], [3.74, -0.18, -0.36], [3.06, 0.72, 0.97], [1.69, -1.39, -0.91], [-3.31, 1.07, 0.83], [-2.91, -0.59, 1.25], [-2.14, 0.77, 1.99], [-0.81, 0.22, -1.92], [-1.08, -1.17, -1.04], [-2.37, -0.07, -1.75], [0.58, 0.18, 1.68], [-1.15, 1.52, -0.02], [-0.20, -2.47, 0.62]],
  "charge": 1,
  "spin_multiplicity": 1,
  "homo_ev": -13.8791,
  "gap_ev": 9.6
}

***

Model Q:
{
  "formula": "C6H14NO",
  "method": "the ωB97M-V functional and the def2-TZVPD basis",
  "species": ["C", "C", "C", "C", "C", "C", "N", "H", "H", "H", "H", "H", "H", "H", "H", "H", "H", "H", "H", "H", "H", "O"],
  "xyz": [[-1.61, 0.77, -0.32], [-0.28, 0.77, -1.04], [0.57, -0.48, -0.92], [1.88, -0.35, -1.17], [0.29, -2.72, 0.09], [-0.13, -1.76, -0.73], [-1.40, 0.92, 1.16], [-2.13, -0.17, -0.47], [-2.32, 1.52, -0.66], [0.28, 1.71, -0.90], [-0.51, 1.00, -2.09], [2.30, 0.65, -1.20], [2.54, -1.21, -1.24], [1.22, -2.67, 0.63], [-0.29, -3.63, 0.06], [-1.02, -1.87, -1.35], [-0.89, 1.75, 1.47], [-0.76, 0.18, 1.46], [-2.26, 0.84, 1.71], [1.48, 1.58, 2.63], [1.91, 1.53, 1.15], [1.14, 1.63, 1.73]],
  "charge": 1,
  "spin_multiplicity": 1,
  "homo_ev": -12.7579,
  "gap_ev": 9.6
}

***

So which one is most stable? That would be model Q, about 51.1 kcal/mol below the next structure.

***

Model P:
{
  "formula": "C6H14NO",
  "method": "the ωB97M-V functional and the def2-TZVPD basis",
  "species": ["C", "O", "C", "C", "C", "C", "C", "N", "H", "H", "H", "H", "H", "H", "H", "H", "H", "H", "H", "H", "H", "H"],
  "xyz": [[-0.24, -2.22, 0.33], [-1.00, -2.74, -0.81], [-0.64, -0.77, 0.40], [0.32, 0.10, 1.19], [0.03, 1.63, 1.09], [1.36, 1.85, -1.07], [0.65, 2.35, -0.06], [-0.82, -0.32, -1.02], [-0.54, -2.84, 1.17], [0.81, -2.28, 0.03], [-0.81, -3.69, -0.90], [-1.67, -0.73, 0.78], [1.33, 0.02, 0.79], [0.34, -0.23, 2.22], [0.54, 2.01, 1.98], [-1.03, 1.82, 1.24], [1.77, 2.50, -1.83], [1.70, 0.83, -1.25], [0.55, 3.43, -0.06], [-0.16, -0.77, -1.65], [-0.77, 0.69, -1.22], [-1.74, -0.62, -1.35]],
  "charge": 1,
  "spin_multiplicity": 1,
  "homo_ev": -13.8455,
  "gap_ev": 10.8,
  "smiles": "C=CCC[C@@H]([NH3+])CO"
}

***

Model Q:
{
  "formula": "C6H14NO",
  "method": "the ωB97M-V functional and the def2-TZVPD basis",
  "species": ["C", "C", "C", "C", "C", "C", "N", "O", "H", "H", "H", "H", "H", "H", "H", "H", "H", "H", "H", "H", "H", "H"],
  "xyz": [[2.23, -0.24, 0.25], [0.94, -0.34, 0.15], [-0.07, 0.96, -1.80], [-1.80, 1.54, 1.20], [0.84, -2.75, 0.35], [0.05, 0.80, -0.21], [-1.32, 0.49, 0.31], [0.24, -1.44, 0.43], [2.90, -1.10, 0.56], [2.69, 0.78, -0.02], [-0.52, 0.13, -2.38], [-0.85, 1.82, -1.95], [0.80, 1.23, -2.32], [-1.88, 2.47, 0.52], [-2.77, 1.37, 1.72], [-1.01, 1.66, 1.99], [0.41, -3.23, -0.52], [0.62, -3.35, 1.22], [1.79, -2.43, 0.10], [0.11, 1.75, 0.24], [-1.38, -0.54, 0.69], [-2.01, 0.43, -0.52]],
  "charge": 1,
  "spin_multiplicity": 1,
  "homo_ev": -12.9420,
  "gap_ev": 9.9,
  "smiles": "C=C(OC)[C@@H](C)[NH2+]C"
}

***

So which one is most stable? That would be model P, about 36.1 kcal/mol below the next structure.

***

Model P:
{
  "formula": "C5H10NO",
  "method": "the ωB97M-V functional and the def2-TZVPD basis",
  "species": ["C", "O", "C", "C", "C", "C", "N", "H", "H", "H", "H", "H", "H", "H", "H", "H", "H"],
  "xyz": [[2.41, 0.13, -0.29], [3.70, 0.16, 0.17], [1.18, 0.30, 0.58], [-0.08, 0.53, -0.34], [-1.38, -0.13, 0.07], [-2.57, 0.54, -0.34], [-1.33, -1.27, 0.85], [2.27, 0.89, -1.12], [2.19, -0.84, -0.79], [1.07, -0.71, 1.02], [1.21, 0.95, 1.48], [0.12, -0.07, -1.29], [-0.23, 1.63, -0.58], [-3.53, -0.08, -0.51], [-2.57, 1.54, -0.57], [-0.40, -1.61, 0.94], [-2.08, -1.96, 0.71]],
  "charge": -2,
  "spin_multiplicity": 2,
  "homo_ev": [3.9304, 0.1531],
  "gap_ev": [3.0, 6.8]
}

***

Model Q:
{
  "formula": "C5H10NO",
  "method": "the ωB97M-V functional and the def2-TZVPD basis",
  "species": ["C", "C", "C", "C", "N", "C", "O", "H", "H", "H", "H", "H", "H", "H", "H", "H", "H"],
  "xyz": [[0.20, -0.92, 0.46], [-1.09, -0.71, -0.40], [-0.89, 0.41, -1.40], [-0.21, 0.21, -2.54], [0.86, 0.42, 0.57], [0.72, 0.83, 2.05], [1.36, 0.06, 2.89], [0.80, -1.59, -0.05], [-0.03, -1.40, 1.43], [-1.83, -0.33, 0.39], [-1.44, -1.58, -1.03], [-1.35, 1.30, -1.07], [-0.12, 0.87, -3.33], [0.45, -0.66, -2.62], [1.83, 0.45, 0.37], [1.05, 1.88, 2.01], [-0.31, 0.77, 2.27]],
  "charge": -2,
  "spin_multiplicity": 2,
  "homo_ev": [4.1599, 0.0782],
  "gap_ev": [2.9, 6.9]
}

***

So which one is most stable? That would be model P, about 8.7 kcal/mol below the next structure.

***

Model P:
{
  "formula": "C5H11O5",
  "method": "the ωB97M-V functional and the def2-TZVPD basis",
  "species": ["C", "C", "C", "C", "C", "O", "O", "O", "O", "O", "H", "H", "H", "H", "H", "H", "H", "H", "H", "H", "H"],
  "xyz": [[0.38, -0.12, 1.91], [0.23, -0.91, 0.63], [-0.54, -2.21, 0.88], [-0.56, -0.14, -0.43], [0.02, 1.29, -0.93], [-0.66, 1.71, -1.97], [0.74, 4.33, -2.58], [0.41, 4.42, -1.39], [-0.60, -0.98, -1.55], [1.56, -1.16, 0.14], [-0.60, 0.17, 2.30], [0.89, -0.72, 2.68], [0.97, 0.79, 1.73], [-1.53, -1.96, 1.28], [-0.66, -2.76, -0.07], [-0.02, -2.85, 1.61], [-1.59, 0.02, -0.06], [-0.15, 1.92, -0.01], [1.13, 1.12, -1.08], [-0.88, -0.45, -2.33], [1.46, -1.49, -0.77]],
  "spin_multiplicity": 2,
  "homo_ev": [-10.1269, -10.2765],
  "gap_ev": [8.0, 9.5]
}

***

Model Q:
{
  "formula": "C5H11O5",
  "method": "the ωB97M-V functional and the def2-TZVPD basis",
  "species": ["C", "C", "C", "O", "C", "C", "O", "O", "O", "O", "H", "H", "H", "H", "H", "H", "H", "H", "H", "H", "H"],
  "xyz": [[-2.01, -1.54, 0.18], [-2.65, -0.74, -0.97], [-2.58, 0.84, -0.76], [-1.64, 0.95, 0.24], [1.80, 0.61, 0.89], [2.30, -0.77, 0.55], [3.64, -0.63, 0.16], [1.84, 1.31, -0.20], [2.47, 2.76, -0.17], [-2.72, -1.02, -2.13], [-1.53, -0.85, 0.87], [-2.61, -2.16, 0.84], [-1.24, -2.12, -0.27], [-2.13, 1.24, -1.66], [-3.57, 1.27, -0.59], [-1.47, 1.78, 0.66], [0.73, 0.60, 1.17], [2.09, -1.41, 1.42], [1.72, -1.10, -0.30], [4.18, -1.45, 0.13], [3.38, 2.42, -0.07]],
  "spin_multiplicity": 2,
  "homo_ev": [-9.1697, -9.4831],
  "gap_ev": [9.7, 8.4]
}

***

So which one is most stable? That would be model P, about 31.2 kcal/mol below the next structure.

***

Model P:
{
  "formula": "C4H10N3S",
  "method": "the ωB97M-V functional and the def2-TZVPD basis",
  "species": ["C", "C", "C", "C", "N", "N", "N", "S", "H", "H", "H", "H", "H", "H", "H", "H", "H", "H"],
  "xyz": [[0.98, -0.18, 2.09], [0.11, 2.03, 0.13], [-1.98, -1.43, -0.81], [0.05, 0.49, -0.01], [2.29, -0.73, -1.07], [2.32, -0.80, 0.15], [0.98, -0.20, 0.79], [-1.62, -0.06, 0.34], [1.91, -0.40, 2.65], [0.06, -0.02, 2.70], [-0.27, 2.46, 1.18], [-0.48, 2.44, -0.75], [1.16, 2.34, -0.11], [-2.56, -0.94, -1.70], [-2.65, -2.00, -0.11], [-1.04, -1.93, -1.00], [0.31, 0.19, -1.07], [2.97, -1.00, -1.64]],
  "charge": 1,
  "spin_multiplicity": 1,
  "homo_ev": -12.7587,
  "gap_ev": 7.3,
  "smiles": "[H]/N=N/[N+](=C)[C@H](C)SC"
}

***

Model Q:
{
  "formula": "C4H10N3S",
  "method": "the ωB97M-V functional and the def2-TZVPD basis",
  "species": ["C", "C", "C", "C", "N", "N", "N", "S", "H", "H", "H", "H", "H", "H", "H", "H", "H", "H"],
  "xyz": [[1.33, 0.75, -0.18], [1.16, 0.06, 0.99], [-0.89, 0.00, -0.38], [-0.19, -1.99, 1.07], [0.31, 0.77, -0.98], [0.10, 1.50, -2.15], [-0.22, -0.50, 1.02], [-2.36, 0.95, -0.13], [2.14, 1.34, -0.61], [1.78, -0.16, 1.93], [-1.03, -0.76, -1.06], [-1.14, -2.27, 1.31], [0.00, -2.26, 0.01], [0.49, -2.21, 1.92], [0.12, 0.98, -3.02], [0.98, 2.09, -2.18], [-0.76, -0.11, 1.83], [-1.81, 1.83, 0.62]],
  "charge": 1,
  "spin_multiplicity": 1,
  "homo_ev": -12.1293,
  "gap_ev": 9.2,
  "smiles": "C[N@H+]1C=CN(N)[C@@H]1S"
}

***

So which one is most stable? That would be model Q, about 21.7 kcal/mol below the next structure.